Record 1
Below is a molecular structure, C24H28NO3Pd, with properties calculated with the ωB97M-V functional and the def2-TZVPD basis.

Properties
Kohn-Sham gap (spin up / spin down): 3.5 / 3.5 eV
Spin multiplicity: 1
Calculated total energy: -36451.0292 eV
Charge: -1
LUMO (spin up / spin down): 1.91 / 1.93 eV
Max |F|: 0.014 hartree/bohr
Relative energy (zero: lowest compared OMol25 entry of this formula, charge and spin): 0.0 kcal/mol
Highest occupied orbital energy (spin up / spin down): -1.56 / -1.62 eV

XYZ file:
```
57
Properties=species:S:1:pos:R:3:forces:R:3
Pd 0.416 0.177 -0.127 -0.425 0.117 -0.092
C 1.942 0.172 1.751 0.055 -0.172 -0.089
C 2.768 0.209 0.614 0.196 0.226 0.144
C 2.519 1.448 -0.065 -0.018 -0.045 0.095
C 1.573 2.190 0.673 0.196 0.098 0.012
C 1.150 1.372 1.755 -0.455 -0.133 -0.223
C 0.116 1.687 2.793 0.032 -0.009 0.056
C 1.089 3.563 0.313 -0.009 -0.032 0.024
C 3.153 1.905 -1.344 0.021 0.019 0.031
C 3.749 -0.828 0.157 -0.026 0.007 0.000
C 1.812 -0.914 2.776 0.023 0.014 0.000
H -0.675 0.931 2.778 -0.005 0.004 -0.038
H -0.358 2.650 2.602 -0.005 0.002 -0.007
H 0.546 1.720 3.801 0.016 0.006 0.011
H 0.669 3.598 -0.697 -0.005 0.000 -0.019
H 1.897 4.303 0.355 0.005 0.011 0.006
H 0.307 3.897 0.995 -0.005 -0.005 -0.003
H 2.517 1.705 -2.210 -0.013 0.021 -0.002
H 4.110 1.406 -1.525 0.011 -0.021 0.000
H 3.345 2.983 -1.327 0.020 0.002 0.004
H 3.532 -1.175 -0.859 0.001 -0.003 -0.022
H 3.729 -1.706 0.805 -0.003 -0.006 0.005
H 4.778 -0.449 0.155 0.009 -0.005 0.001
H 0.791 -1.305 2.810 -0.019 0.013 -0.004
H 2.058 -0.557 3.783 0.012 -0.002 0.008
H 2.479 -1.751 2.558 0.006 -0.012 -0.007
C -0.786 3.227 -5.378 0.008 0.049 -0.014
O -0.553 1.841 -5.561 0.015 -0.088 0.053
C 0.676 1.369 -5.179 -0.032 -0.050 0.003
C 1.836 2.122 -5.213 0.027 0.010 0.002
C 3.048 1.541 -4.859 -0.037 0.000 -0.009
C 3.089 0.216 -4.461 0.011 -0.012 -0.017
C 1.927 -0.538 -4.412 -0.044 0.045 -0.048
C 0.714 0.027 -4.782 0.279 0.080 -0.033
N -0.478 -0.697 -4.905 -0.410 -0.369 0.360
C -0.805 -1.921 -4.456 0.242 0.266 0.129
C -0.260 -2.643 -3.404 -0.111 0.223 -0.271
C -0.390 -4.072 -3.420 -0.159 -0.194 0.179
C 0.034 -4.830 -2.381 -0.112 0.043 -0.266
C 0.564 -4.187 -1.218 0.068 0.248 0.112
C 0.640 -2.839 -1.117 0.033 -0.153 0.098
C 0.233 -1.973 -2.201 -0.217 0.596 -0.002
O 0.225 -0.723 -2.118 0.242 -0.676 -0.061
H -1.860 3.371 -5.457 0.004 0.005 0.000
H -0.287 3.821 -6.149 0.000 -0.003 0.001
H -0.445 3.546 -4.391 -0.014 -0.001 0.002
H 1.797 3.160 -5.514 0.010 -0.002 0.013
H 3.950 2.137 -4.869 -0.006 -0.002 0.006
H 4.024 -0.232 -4.154 -0.005 0.004 0.005
H 1.959 -1.568 -4.091 0.008 0.004 -0.002
H -1.167 -0.224 -5.469 -0.043 -0.006 -0.037
H -1.650 -2.348 -4.990 0.157 -0.133 -0.168
H -0.810 -4.536 -4.305 0.008 -0.016 0.006
H -0.035 -5.909 -2.418 -0.012 0.013 -0.011
H 0.884 -4.800 -0.382 0.003 0.019 -0.006
H 0.988 -2.340 -0.219 -0.017 0.008 0.001
O -1.375 -0.312 0.252 0.490 -0.006 0.084
```
Forces are in eV/Å.

Record 2
Below is 2 unconnected molecules or ions with the total composition C4H9N3, with properties calculated with the ωB97M-V functional and the def2-TZVPD basis.

Properties
Kohn-Sham gap: 9.0 eV
Spin multiplicity: 1
Calculated total energy: -8759.8817 eV
LUMO: 0.92 eV
Max |F|: 0.096 hartree/bohr
Relative energy (zero: lowest compared OMol25 entry of this formula, charge and spin): 107.1 kcal/mol
Highest occupied orbital energy: -8.09 eV

XYZ file:
```
16
Properties=species:S:1:pos:R:3:forces:R:3
C 0.996 2.884 -0.246 -0.170 0.810 0.316
C -0.963 -1.706 0.299 2.109 -2.593 -2.146
C -0.860 0.460 1.298 0.008 -0.142 2.862
C 0.916 -0.872 -1.421 -2.097 0.212 1.930
N 0.470 3.724 0.316 -0.388 0.615 0.374
N -0.368 -0.533 0.353 -1.947 0.681 0.844
N 0.471 0.020 -0.404 2.089 0.131 -1.414
H 1.463 2.096 -0.719 0.618 -1.174 -0.689
H -0.539 -2.602 -0.298 -0.511 2.231 0.662
H -1.579 -2.089 1.043 -1.161 0.389 1.505
H -1.876 0.254 1.527 -1.488 0.485 -0.907
H -0.562 0.158 2.317 1.072 0.218 -0.328
H -0.580 1.530 1.150 -0.341 -1.330 -0.463
H 0.147 -1.067 -2.088 -2.244 -0.822 -1.253
H 1.582 -0.474 -2.027 3.621 2.398 -2.339
H 1.282 -1.783 -1.098 0.830 -2.108 1.047
```
Forces are in eV/Å.

Record 3
Below is a single C5H10O2 molecule, with properties calculated with the ωB97M-V functional and the def2-TZVPD basis.

Properties
Kohn-Sham gap: 10.3 eV
SMILES: CO[C@H]1C[C@H]1CO
Spin multiplicity: 1
Calculated total energy: -9440.4276 eV
LUMO: 0.97 eV
Max |F|: 0.008 hartree/bohr
Relative energy (zero: lowest compared OMol25 entry of this formula, charge and spin): 60.3 kcal/mol
Highest occupied orbital energy: -9.33 eV

XYZ file:
```
17
Properties=species:S:1:pos:R:3:forces:R:3
C 2.273 0.657 -0.220 0.328 0.009 -0.059
O 0.905 0.689 0.100 -0.114 0.096 0.032
C 0.370 -0.554 0.471 0.033 -0.266 -0.041
C -0.663 -0.552 1.553 -0.033 0.026 0.202
C -1.071 -0.771 0.114 -0.076 -0.071 -0.088
C -1.748 0.336 -0.661 -0.180 0.041 0.348
O -1.354 0.312 -2.020 0.301 0.110 -0.078
H 2.465 0.069 -1.130 -0.026 0.061 0.108
H 2.880 0.240 0.597 -0.117 0.086 -0.084
H 2.573 1.692 -0.395 0.039 -0.149 0.003
H 1.076 -1.384 0.398 -0.216 0.165 0.029
H -0.714 -1.387 2.248 0.045 0.136 -0.149
H -0.882 0.419 1.991 0.013 -0.136 -0.111
H -1.357 -1.777 -0.184 0.047 0.142 0.072
H -2.838 0.220 -0.654 0.180 -0.055 0.033
H -1.514 1.307 -0.201 -0.053 -0.184 -0.086
H -0.402 0.484 -2.007 -0.172 -0.009 -0.129
```
Forces are in eV/Å.

Record 4
Below is a single CH3IO2 molecule, with properties calculated with the ωB97M-V functional and the def2-TZVPD basis.

Properties
Kohn-Sham gap: 8.5 eV
SMILES: COOI
Spin multiplicity: 1
Calculated total energy: -13276.6174 eV
LUMO: -1.12 eV
Max |F|: 0.077 hartree/bohr
Relative energy (zero: lowest compared OMol25 entry of this formula, charge and spin): 106.8 kcal/mol
Highest occupied orbital energy: -9.66 eV

XYZ file:
```
7
Properties=species:S:1:pos:R:3:forces:R:3
C 0.838 -0.113 -0.113 -1.309 -2.471 2.221
O -0.009 0.914 -0.337 -0.863 3.447 -1.755
O -1.195 0.921 0.400 0.426 -0.270 0.736
I -2.636 -0.458 -0.004 0.408 0.049 -0.253
H 1.689 -0.128 -0.752 0.016 -0.006 -1.096
H 0.118 -0.930 -0.083 0.690 -1.490 -1.032
H 1.194 -0.206 0.889 0.631 0.740 1.179
```
Forces are in eV/Å.

Record 5
Below is a gas-phase ion, C3H7FN3 (charge +1), with properties calculated with the ωB97M-V functional and the def2-TZVPD basis.

Properties
Kohn-Sham gap: 11.5 eV
SMILES: [H]/N=C/[C@@H](F)C(N)=[NH2+]
Spin multiplicity: 1
Calculated total energy: -10404.8938 eV
Charge: +1
LUMO: -3.95 eV
Max |F|: 0.071 hartree/bohr
Relative energy (zero: lowest compared OMol25 entry of this formula, charge and spin): 12.8 kcal/mol
Highest occupied orbital energy: -15.46 eV

XYZ file:
```
14
Properties=species:S:1:pos:R:3:forces:R:3
H 2.384 -1.113 -1.590 -0.476 -0.540 -0.182
N 1.486 -1.296 -1.116 0.600 1.036 1.773
C 1.566 -0.673 0.001 -0.837 1.117 -0.139
C 0.368 -0.440 0.957 -1.323 0.261 -2.640
F 0.686 0.459 1.984 -0.465 -1.797 -1.131
C -0.784 0.301 0.051 0.698 0.068 3.260
N -0.998 -0.014 -1.193 0.206 0.320 1.197
N -1.501 1.226 0.712 2.663 -2.495 0.436
H 2.339 0.022 0.327 0.785 -0.438 -0.198
H -0.062 -1.445 1.183 0.253 0.923 0.984
H -0.418 -0.816 -1.501 -0.361 0.664 -0.914
H -1.664 0.603 -1.661 0.331 -1.073 -0.715
H -1.344 1.435 1.703 0.017 0.009 -0.804
H -2.059 1.753 0.142 -2.094 1.944 -0.924
```
Forces are in eV/Å.

Record 6
Below is a molecular structure, C18H35Br2N3NbO3, with properties calculated with the ωB97M-V functional and the def2-TZVPD basis.

Properties
Kohn-Sham gap: 7.3 eV
Spin multiplicity: 1
Calculated total energy: -171480.1562 eV
Charge: -1
LUMO: 2.43 eV
Max |F|: 0.059 hartree/bohr
Highest occupied orbital energy: -4.92 eV

XYZ file:
```
62
Properties=species:S:1:pos:R:3:forces:R:3
C 3.734 -5.134 0.835 -0.098 -0.069 0.124
C 2.346 -5.435 0.245 -0.013 -0.109 0.129
C 2.185 -5.002 -1.213 0.221 -0.294 -0.085
C 2.556 -3.566 -1.553 0.361 0.305 -0.655
O 1.456 -2.661 -1.498 0.431 -0.224 1.912
Nb 0.700 -1.883 0.140 0.176 0.007 -3.024
C 1.283 0.294 -0.165 -0.455 0.014 0.645
C 1.232 1.306 0.805 -0.138 -0.263 0.095
C 1.603 2.599 0.499 0.001 0.252 0.051
C 2.026 2.877 -0.789 0.115 0.161 -0.037
N 2.117 1.953 -1.740 0.046 0.131 -0.153
C 1.751 0.711 -1.416 -0.059 -0.323 -0.087
C -1.366 -1.218 -0.760 -0.185 0.434 0.721
Br -1.867 -2.377 -2.253 0.075 -0.215 -0.069
C -2.475 -1.043 0.221 0.176 -0.287 0.081
C -2.925 -2.274 0.998 -0.026 0.049 -0.223
Br -4.135 -0.255 -0.661 -0.077 0.279 0.032
H 4.118 -6.005 1.373 0.025 0.075 -0.014
H 3.687 -4.306 1.544 0.077 0.059 -0.150
H 4.456 -4.881 0.054 0.014 -0.022 0.065
H 2.194 -6.519 0.281 -0.154 0.072 -0.049
H 1.569 -4.995 0.874 0.030 0.057 -0.068
H 2.848 -5.653 -1.800 -0.039 0.081 -0.031
H 1.170 -5.199 -1.569 0.035 0.095 0.053
H 3.342 -3.174 -0.901 -0.009 -0.231 0.065
H 2.990 -3.543 -2.561 -0.287 0.044 -0.079
H -0.180 -3.394 0.667 -0.285 0.431 0.306
H 2.227 -2.290 1.077 -0.195 0.007 0.342
H 0.114 -1.314 1.771 0.327 -0.217 0.134
H 0.883 1.065 1.803 0.012 0.005 -0.023
H 1.549 3.401 1.228 0.012 -0.067 -0.008
H 2.296 3.893 -1.062 -0.026 -0.027 0.005
H 1.824 -0.015 -2.223 0.028 0.064 -0.014
H -1.176 -0.245 -1.216 0.065 -0.167 -0.173
H -2.148 -0.242 0.887 -0.244 -0.014 -0.046
H -2.383 -2.322 1.941 0.069 -0.102 -0.179
H -2.720 -3.170 0.408 -0.077 0.039 0.074
H -3.993 -2.222 1.207 0.059 -0.049 0.094
C -3.138 0.692 3.665 0.031 -0.023 -0.005
C -3.263 -0.670 4.310 -0.038 0.189 -0.102
O -2.541 -1.592 3.996 0.001 -0.093 0.329
N -4.232 -0.829 5.264 0.015 -0.007 0.032
C -5.175 0.152 5.749 0.007 -0.105 0.020
H -2.329 0.642 2.943 0.012 -0.020 0.024
H -4.058 0.970 3.147 -0.003 0.013 -0.006
H -2.906 1.459 4.406 -0.033 0.020 -0.002
H -4.264 -1.758 5.650 0.000 -0.012 -0.016
H -5.055 0.317 6.823 0.022 0.043 -0.004
H -6.204 -0.167 5.570 -0.008 0.031 -0.039
H -5.020 1.098 5.241 -0.016 0.016 0.002
C 2.319 4.971 -3.900 -0.012 0.053 0.053
C 1.417 6.000 -3.255 0.030 -0.194 -0.053
O 1.395 6.175 -2.051 0.026 0.127 0.034
N 0.609 6.729 -4.078 0.028 0.063 -0.016
C 0.496 6.649 -5.517 -0.064 0.052 0.066
H 2.880 4.472 -3.117 -0.009 -0.027 -0.012
H 1.737 4.219 -4.433 0.012 -0.013 -0.006
H 3.012 5.440 -4.600 -0.016 -0.008 -0.028
H 0.029 7.391 -3.588 -0.018 -0.019 0.014
H 0.745 7.604 -5.986 0.042 -0.012 -0.014
H -0.519 6.379 -5.817 0.009 -0.048 -0.010
H 1.174 5.894 -5.900 -0.004 -0.006 -0.023
```
Forces are in eV/Å.